Density functional theory data (the ωB97M-V functional and the def2-TZVPD basis) for a cluster of 13 separate species, C69H159N5O13 in total in a non-equilibrium geometry.

Last column: Löwdin charge in e.
Cartesian coordinates (Å):
C  -4.846  2.404  8.828  -0.062
C  -3.870  2.662  7.764  -0.508
C  -3.333  1.236  7.364  -0.132
C  -2.606  1.127  5.995  -0.177
C  -3.577  1.752  5.023  -0.141
C  -4.008  3.249  5.198  -0.473
N  -4.547  3.328  6.591  -0.144
O  -4.990  4.554  6.929  -0.005
C  -2.913  4.267  4.957  -0.025
C  -5.192  3.402  4.245  -0.033
C  -2.711  3.532  8.315  -0.010
H  -5.643  1.784  8.418  0.096
H  -5.254  3.344  9.199  0.085
H  -4.302  1.903  9.630  0.100
H  -2.663  0.802  8.106  0.111
H  -4.146  0.515  7.450  0.107
H  -2.352  0.089  5.782  0.091
H  -1.625  1.573  6.161  0.103
H  -4.458  1.111  5.009  0.113
H  -3.123  1.583  4.046  0.095
H  -3.064  5.204  5.495  0.088
H  -1.982  3.885  5.375  0.058
H  -2.664  4.577  3.942  0.077
H  -5.923  2.679  4.608  0.080
H  -5.630  4.398  4.316  0.087
H  -4.924  3.065  3.244  0.079
H  -2.136  3.819  7.435  0.061
H  -2.059  2.930  8.948  0.085
H  -3.169  4.402  8.786  0.083
H  -5.770  4.303  7.430  0.103
C  3.311  -4.295  4.738  -0.036
C  4.493  -3.661  3.870  -0.440
C  5.721  -4.660  4.145  -0.132
C  6.964  -4.432  3.240  -0.151
C  6.480  -4.418  1.692  -0.094
C  5.249  -3.465  1.368  -0.463
N  4.193  -3.681  2.379  -0.130
O  2.992  -3.018  2.066  -0.027
C  5.726  -1.964  1.297  -0.019
C  4.610  -3.938  0.043  -0.044
C  4.769  -2.266  4.382  -0.032
H  2.529  -3.546  4.864  0.059
H  3.514  -4.515  5.786  0.076
H  2.873  -5.212  4.343  0.079
H  5.972  -4.569  5.202  0.108
H  5.477  -5.712  3.995  0.110
H  7.630  -5.259  3.485  0.097
H  7.509  -3.508  3.436  0.091
H  6.180  -5.445  1.480  0.101
H  7.306  -4.277  0.995  0.107
H  6.538  -1.588  1.919  0.074
H  5.908  -1.808  0.233  0.071
H  4.870  -1.324  1.509  0.066
H  3.795  -3.289  -0.277  0.069
H  5.458  -3.938  -0.643  0.084
H  4.177  -4.937  -0.017  0.069
H  3.867  -1.671  4.237  0.077
H  5.655  -1.909  3.858  0.065
H  5.031  -2.334  5.438  0.090
H  2.652  -3.806  1.636  0.096
C  -0.854  1.497  -2.785  -0.020
C  -0.481  0.371  -1.822  -0.480
C  -0.298  -0.913  -2.693  -0.165
C  0.921  -1.090  -3.562  -0.171
C  2.254  -0.808  -2.785  -0.090
C  2.128  0.495  -1.922  -0.430
N  0.812  0.503  -1.092  -0.097
O  0.759  1.485  -0.106  -0.047
C  3.244  0.398  -0.828  -0.034
C  2.353  1.768  -2.661  -0.027
C  -1.550  0.088  -0.737  -0.015
H  -0.759  2.317  -2.073  0.076
H  -1.924  1.388  -2.960  0.073
H  -0.381  1.636  -3.757  0.086
H  -0.340  -1.841  -2.123  0.103
H  -1.247  -0.956  -3.226  0.111
H  0.719  -0.364  -4.349  0.094
H  0.756  -2.078  -3.992  0.093
H  2.996  -0.789  -3.583  0.104
H  2.585  -1.750  -2.346  0.099
H  3.007  -0.480  -0.227  0.066
H  4.245  0.411  -1.258  0.088
H  3.212  1.203  -0.094  0.057
H  2.135  1.526  -3.701  0.060
H  1.673  2.538  -2.294  0.083
H  3.394  2.089  -2.627  0.085
H  -1.147  -0.579  0.025  0.074
H  -2.455  -0.261  -1.235  0.045
H  -2.022  0.968  -0.300  0.088
H  0.650  1.027  0.731  0.049
C  3.021  2.500  2.712  -0.017
C  2.850  3.990  2.317  -0.466
C  1.354  4.257  2.040  -0.145
C  0.418  4.495  3.177  -0.204
C  1.038  5.454  4.148  -0.125
C  2.543  5.267  4.544  -0.498
N  3.382  4.907  3.326  -0.111
O  4.736  4.724  3.591  0.009
C  3.043  6.513  5.097  -0.076
C  2.658  4.220  5.639  -0.032
C  3.448  4.192  0.894  -0.023
H  4.066  2.197  2.662  0.086
H  2.531  1.930  1.922  0.052
H  2.443  2.302  3.615  0.060
H  1.275  5.047  1.292  0.107
H  0.912  3.327  1.683  0.107
H  0.154  3.578  3.703  0.100
H  -0.538  4.911  2.859  0.104
H  0.332  5.446  4.978  0.115
H  0.924  6.446  3.710  0.122
H  2.300  6.999  5.729  0.098
H  4.030  6.552  5.557  0.087
H  3.436  7.165  4.316  0.093
H  3.643  4.109  6.093  0.090
H  1.992  4.534  6.442  0.085
H  2.161  3.317  5.283  0.062
H  2.731  4.062  0.084  0.067
H  4.340  3.592  0.713  0.075
H  3.854  5.201  0.826  0.086
H  4.753  3.794  3.830  0.075
C  -7.859  0.379  2.010  -0.020
C  -6.736  -0.528  1.408  -0.493
C  -7.132  -1.967  1.763  -0.135
C  -6.377  -3.069  0.969  -0.176
C  -6.689  -2.908  -0.493  -0.144
C  -6.346  -1.496  -1.077  -0.467
N  -6.772  -0.447  -0.098  -0.075
O  -6.719  0.978  -0.511  -0.018
C  -4.797  -1.374  -1.316  -0.026
C  -7.125  -1.283  -2.365  -0.046
C  -5.313  -0.210  1.894  -0.017
H  -8.029  0.061  3.038  0.079
H  -8.807  0.400  1.472  0.090
H  -7.427  1.379  2.036  0.068
H  -6.843  -1.990  2.813  0.109
H  -8.199  -2.124  1.921  0.119
H  -6.821  -4.029  1.232  0.118
H  -5.299  -3.007  1.119  0.068
H  -7.749  -3.097  -0.665  0.121
H  -6.148  -3.675  -1.049  0.109
H  -4.550  -1.826  -2.277  0.076
H  -4.517  -0.322  -1.368  0.059
H  -4.185  -1.809  -0.526  0.066
H  -6.871  -0.333  -2.836  0.074
H  -6.951  -2.084  -3.084  0.085
H  -8.200  -1.185  -2.216  0.088
H  -4.633  -1.012  1.606  0.065
H  -5.204  -0.329  2.972  0.077
H  -5.152  0.813  1.553  0.080
H  -5.784  1.192  -0.525  0.063
C  0.655  -0.079  4.553  -0.041
C  0.219  -0.705  3.204  -0.452
C  -1.284  -0.519  3.017  -0.051
O  1.032  -0.231  2.147  -0.040
H  0.057  -0.368  5.418  0.071
H  0.484  0.984  4.381  0.065
H  1.668  -0.349  4.850  0.070
H  0.398  -1.755  3.436  0.130
H  -1.570  -1.005  2.084  0.052
H  -1.679  0.466  2.772  0.074
H  -1.892  -0.970  3.802  0.079
H  1.405  -1.000  1.710  0.082
C  3.169  1.698  -6.404  -0.078
C  3.679  3.092  -6.291  -0.449
C  5.122  3.067  -5.710  -0.042
O  3.748  3.745  -7.600  -0.079
H  3.630  0.976  -5.730  0.066
H  3.505  1.303  -7.363  0.088
H  2.084  1.668  -6.305  0.075
H  3.052  3.831  -5.792  0.133
H  5.731  3.960  -5.848  0.077
H  5.701  2.197  -6.021  0.065
H  5.086  3.013  -4.622  0.065
H  2.868  3.799  -7.981  0.077
C  -0.110  -3.843  -10.371  -0.061
C  -0.153  -2.530  -9.564  -0.450
C  1.259  -2.044  -9.045  -0.049
O  -0.723  -1.532  -10.399  -0.058
H  0.283  -4.739  -9.891  0.073
H  0.527  -3.816  -11.255  0.078
H  -1.101  -4.143  -10.713  0.074
H  -0.838  -2.688  -8.732  0.120
H  2.077  -1.875  -9.744  0.072
H  1.740  -2.776  -8.395  0.066
H  1.222  -1.092  -8.516  0.059
H  -1.060  -0.807  -9.866  0.074
C  0.159  5.873  -1.339  -0.050
C  -1.269  6.192  -0.800  -0.431
C  -1.410  7.688  -0.550  -0.072
O  -2.175  5.919  -1.919  -0.083
H  0.863  6.620  -0.972  0.073
H  0.126  5.979  -2.424  0.085
H  0.458  4.912  -0.921  0.052
H  -1.538  5.607  0.079  0.124
H  -1.154  8.310  -1.407  0.085
H  -0.778  7.909  0.311  0.075
H  -2.380  8.090  -0.257  0.074
H  -1.993  5.040  -2.261  0.065
C  -4.282  0.148  -5.369  -0.033
C  -3.551  -0.225  -6.651  -0.511
C  -4.354  -0.983  -7.679  -0.055
O  -2.947  0.931  -7.189  -0.060
H  -3.852  0.995  -4.834  0.078
H  -4.153  -0.699  -4.695  0.063
H  -5.362  0.168  -5.519  0.081
H  -2.595  -0.725  -6.490  0.126
H  -5.162  -0.428  -8.155  0.088
H  -4.867  -1.780  -7.140  0.081
H  -3.825  -1.483  -8.490  0.072
H  -2.618  0.617  -8.034  0.070
C  -3.936  -5.718  0.214  -0.031
C  -2.672  -5.159  0.900  -0.556
C  -2.834  -4.466  2.200  -0.039
O  -1.704  -6.119  1.051  -0.029
H  -4.521  -4.824  -0.004  0.037
H  -4.652  -6.273  0.820  0.084
H  -3.729  -6.150  -0.765  0.078
H  -2.418  -4.427  0.133  0.123
H  -3.101  -5.248  2.912  0.090
H  -3.714  -3.832  2.095  0.060
H  -1.928  -4.000  2.588  0.081
H  -1.390  -6.356  0.175  0.052
C  1.875  -6.084  -1.634  -0.031
C  0.586  -5.318  -2.038  -0.409
C  0.368  -5.097  -3.549  -0.063
O  -0.626  -6.026  -1.668  -0.079
H  1.801  -7.136  -1.359  0.084
H  2.119  -5.635  -0.671  0.046
H  2.713  -5.854  -2.293  0.079
H  0.650  -4.334  -1.572  0.122
H  0.119  -5.994  -4.116  0.084
H  1.282  -4.688  -3.979  0.075
H  -0.474  -4.410  -3.628  0.076
H  -1.228  -6.218  -2.391  0.084
C  8.115  -3.258  -5.036  -0.064
C  8.015  -2.068  -5.943  -0.498
C  6.763  -1.211  -5.633  -0.059
O  9.081  -1.247  -5.553  -0.070
H  9.068  -3.726  -5.281  0.090
H  7.238  -3.869  -5.251  0.083
H  8.081  -2.924  -3.999  0.086
H  8.104  -2.208  -7.021  0.141
H  6.705  -1.000  -4.565  0.077
H  5.922  -1.880  -5.813  0.066
H  6.602  -0.310  -6.225  0.068
H  9.433  -1.512  -4.700  0.079

As for the energy above the lowest of the compared OMol25 structures with the same formula, charge and spin: 8.448 eV. The gap between HOMO and LUMO comes out at 7.99 eV. As for the lowest unoccupied orbital energy: -0.00027 Eh.